Entry from the OMol25 dataset: a molecular structure, C29H28AsGeN3O5RuS4Se (ωB97M-V/def2-TZVPD).

Last column: Mulliken charge in e.
Element x y z (Å)
C -3.3768 -2.0326 -0.5784  -1.041
C 1.0950 4.7665 -1.6590  -0.645
C -0.8517 0.5889 4.7607  -0.399
S -3.6093 3.3586 4.0113  -0.388
H -1.8830 0.8899 4.6237  0.441
H 4.1081 3.3574 -1.0199  0.408
C 0.8368 2.4622 -0.9867  0.313
C -1.5226 -2.9281 -2.0099  0.714
O 3.0390 -0.1960 2.2589  -0.662
H 4.7029 -0.8764 -1.4522  0.282
H -2.3485 -0.4538 -4.9833  0.474
H 0.6524 5.7073 -1.9609  0.401
C -0.9877 -2.3876 0.0855  -0.893
H 4.2164 -2.3860 1.1682  0.299
C 1.8026 -0.0735 4.9472  -0.594
C 0.6379 -3.6042 -2.8763  -0.932
S -3.0671 0.9827 1.5448  -0.329
O 2.8743 -0.6351 7.4486  -0.718
C 3.0346 3.4474 -1.1302  -0.691
Ge -0.3016 0.9278 -0.6403  1.549
H -3.1443 2.2864 -0.9490  -0.353
O 1.1231 0.5415 1.4278  0.224
N -2.0038 -2.4457 -0.7998  0.420
H 0.4877 -0.3505 -0.9270  -0.471
H -4.0469 -2.8450 -0.8591  0.378
C -3.9158 1.6236 -2.8179  -0.760
S -0.8184 2.9940 1.8634  -0.166
Se -1.0756 -1.8568 1.8677  -0.161
H 1.6993 -3.7606 -2.7419  0.476
C -0.3005 0.3298 6.0023  -0.967
C 1.8847 0.1684 2.4125  0.101
N -0.1028 0.5008 3.6554  0.167
C 4.9060 -1.0826 -0.4003  -1.058
H -3.4994 -1.8018 0.4765  0.344
C -1.3608 -3.6158 -4.2599  -0.675
As -3.1014 3.2461 2.0108  0.255
C 0.2820 3.6749 -1.3916  0.060
C -0.1631 -3.1578 -1.8354  0.648
H 4.1465 -3.1082 -0.4487  0.430
H -4.8242 2.2028 -2.7081  0.466
H -3.2101 -2.9660 -3.3562  0.445
H 2.8516 -0.3287 5.0063  0.635
C -1.5681 0.1823 -3.0888  -0.297
S -3.8601 4.4336 0.4999  -0.434
Ru -0.9499 0.7788 1.8020  0.156
H -1.8084 -3.8035 -5.2269  0.418
C 1.1998 0.1934 3.7403  0.531
C 4.0038 -2.1850 0.1161  -0.389
H -0.6510 -0.3874 -3.2107  0.386
H 1.0708 -2.6769 -0.1520  0.384
C 2.4724 4.6518 -1.5286  -0.442
C 0.0140 -3.8270 -4.0916  -0.549
C -2.9586 1.6611 -1.8137  0.604
H 3.1074 5.5056 -1.7304  0.364
H -0.8899 0.3917 6.9067  0.496
C 1.0400 -0.0185 6.1101  0.293
H -3.5918 -1.1441 -1.1739  0.223
C -2.5260 0.1415 -4.0956  -0.624
O 0.8713 -0.2601 8.4453  -0.724
C -1.7789 0.9313 -1.9309  -0.160
H 5.9553 -1.3658 -0.2932  0.417
O 2.6272 -1.8406 -0.0435  -0.657
H -0.7950 3.7789 -1.4840  0.313
H 4.7399 -0.1760 0.1823  0.201
H 2.6645 1.4262 -0.5256  0.425
C 1.6697 -0.3390 7.4979  0.393
C -2.1547 -3.1595 -3.2227  -0.651
H 0.6009 -4.1713 -4.9326  0.409
H 2.4475 -1.0833 0.5365  -0.063
N 0.1209 -2.8423 -0.5184  0.413
H -4.4544 0.8262 -4.7382  0.378
C -3.7047 0.8575 -3.9569  -0.637
C 2.2202 2.3564 -0.8590  -0.201

Summary:
* energy relative to the best compared isomer or geometry (same formula, charge and spin): 2.5 kcal/mol
* gap between HOMO and LUMO (spin up / spin down): 5.969 / 5.374 eV
* spin multiplicity: 2
* expectation value of S²: 0.765
* total energy: -273865.1063 eV
* total charge: -1
* E_HOMO (spin up / spin down): -5.73 / -5.73 eV
* LUMO energy (spin up / spin down): 0.24 / -0.35 eV

Entry from the OMol25 dataset: a molecular structure, C12H25N2O3P2Ti at a distorted geometry (ωB97M-V/def2-TZVPD).

Last column: Mulliken charge in e.
Element x y z (Å)
H 0.2823 1.4234 4.0568  0.426
Ti -0.9089 0.5016 0.3488  -1.166
O 3.4668 1.5165 1.0282  -0.716
H -0.1153 1.2884 -3.2704  0.374
H -1.4687 2.4219 -3.0291  0.384
C -3.6654 0.3157 -2.1672  -1.188
H -0.9132 -1.2485 3.8135  0.397
P -1.8747 0.3401 -1.9209  1.005
C 1.5849 -1.3752 0.0151  0.612
H -1.6279 1.0833 -4.2240  0.430
H -1.1419 -1.3325 -3.4994  0.547
H 0.7860 -1.8245 3.9767  0.424
H -0.2505 -2.3861 2.6142  0.373
C -0.0049 -1.5414 3.2695  -1.386
C -1.2643 -1.3327 -2.4060  -1.159
C 1.1331 1.0979 3.4440  -1.086
H -4.0586 1.2912 -1.8484  0.364
H -1.7290 -0.8543 0.7943  0.202
H 1.0892 3.9249 1.4018  0.265
H 2.4972 -1.4232 1.9609  0.578
C -3.5557 1.9154 1.3473  0.730
H -3.9223 0.1341 -3.2193  0.403
C 0.0522 -1.6786 -1.7361  0.480
H -4.1092 -0.4585 -1.5275  0.387
O -4.6325 2.3508 1.5999  -0.487
C 2.0724 -2.9805 -1.7195  -0.503
H 2.6818 0.2132 1.1271  0.190
H 0.7622 2.6730 0.4405  0.086
H 3.3605 -2.5587 -0.0232  0.511
C -1.2087 1.3795 -3.2530  -1.351
H 2.7225 -3.7304 -2.1601  0.440
H 2.7864 2.3054 0.9687  0.426
N -2.4686 1.4679 1.0811  -0.555
C 2.4356 -2.3315 -0.5437  -0.857
H -2.0453 -2.0722 -2.1577  0.400
C 1.9637 -0.7163 1.3113  -0.933
O 1.5195 3.1735 0.9565  -0.723
C 0.8586 -2.6556 -2.3136  -0.899
H 4.0345 1.5614 0.2381  0.309
N 0.4220 -1.0483 -0.5994  0.571
H -0.0064 1.8024 -0.2056  0.401
H 0.5173 -3.1296 -3.2312  0.485
H 1.9038 0.6540 4.0876  0.407
P 0.5137 -0.1245 2.2738  1.131
H 1.5257 1.9675 2.8995  0.274

Summary:
* energy relative to the best compared isomer or geometry (same formula, charge and spin): 0.0 kcal/mol
* gap between HOMO and LUMO: 7.875 eV
* total energy: -63659.4940 eV
* total charge: +1
* E_HOMO: -12.05 eV
* LUMO energy: -4.18 eV

Entry from the OMol25 dataset: a single C5H9O3 molecule at a distorted geometry (ωB97M-V/def2-TZVPD).

Last column: Mulliken charge in e.
Element x y z (Å)
H 4.4831 -1.7671 -0.6778  0.339
C -0.0644 1.6013 -1.5914  -1.239
H 0.1008 0.1455 1.2979  0.323
C 1.4758 1.5440 0.4374  0.325
O 0.8415 0.7190 1.5118  -0.553
C 2.9684 -0.5811 -0.5270  -0.677
H 0.0450 1.8550 -2.6659  0.338
H 1.5456 -0.6257 -2.3275  0.369
H 3.7113 0.2112 -0.3486  0.337
C 1.1694 1.0277 -0.9802  0.432
O 1.5941 2.7789 0.6589  -0.422
H -0.2536 2.5516 -1.0425  0.336
H -0.9247 0.8924 -1.4960  0.248
O 3.7185 -1.5059 -1.2063  -0.521
C 1.8756 -0.0306 -1.4310  -0.093
H 2.4291 1.1534 0.8156  0.141
H 2.4577 -0.9878 0.3730  0.320

Summary:
* energy relative to the best compared isomer or geometry (same formula, charge and spin): 61.0 kcal/mol
* gap between HOMO and LUMO (spin up / spin down): 10.135 / 7.759 eV
* spin multiplicity: 2
* expectation value of S²: 0.755
* total energy: -11469.2360 eV
* total charge: 0
* E_HOMO (spin up / spin down): -9.52 / -9.50 eV
* LUMO energy (spin up / spin down): 0.61 / -1.74 eV

Entry from the OMol25 dataset: 7 unconnected molecules or ions with the total composition C5H22N2O7 at a distorted geometry (ωB97M-V/def2-TZVPD).

Last column: Mulliken charge in e.
Element x y z (Å)
H -2.0774 -2.3258 1.2419  0.228
H 2.4256 2.5010 -0.6481  0.323
H 0.0695 3.0667 -0.7143  0.393
H 4.3716 0.4382 1.1334  0.350
H 3.6540 1.8475 -1.3663  0.273
O 3.7262 -0.2581 1.3240  -0.614
H -0.8033 -3.4021 1.9885  0.395
C 0.0573 -0.3335 1.4839  0.782
H 0.4266 -0.5282 -0.6903  -0.730
H 1.1814 -0.0909 -2.3881  0.342
O 0.7451 2.8829 -1.3788  -0.692
O 1.4708 -0.7998 -2.9649  -0.627
N -2.1477 0.6882 1.7844  -0.165
H -1.8378 2.7354 -2.4526  0.317
H -2.3796 -0.0880 2.3605  0.227
H -3.4823 0.8231 -1.0492  0.313
H -2.8334 1.3544 1.5200  0.292
H 0.4637 2.1273 -1.8894  0.321
N -0.6249 -1.3672 2.3197  -0.744
O -2.0543 1.8511 -2.1474  -0.686
H 2.1353 -1.2883 -2.4725  0.313
C 0.5352 -1.0624 0.2345  0.334
C -1.0208 -2.4992 1.4280  -0.573
H 3.2898 -0.1377 0.4618  0.288
C -1.0028 0.6904 1.1019  -0.387
O -3.8389 0.0421 -0.6114  -0.628
H -1.7657 1.7766 -1.2179  0.426
H 1.5880 -1.3023 0.3892  0.324
H -3.2910 -0.7134 -0.8284  0.302
H -0.7156 -2.6633 -0.7666  0.327
O -0.7195 1.6134 0.3227  -0.752
H 0.8914 0.1466 1.9810  0.403
H 0.5683 -3.2516 0.1381  0.351
H 0.1162 -1.7940 2.8697  0.369
C -0.1616 -2.4397 0.1456  -0.854
O 3.0405 1.7609 -0.6424  -0.540

Summary:
* SMILES: NC(=O)[C@@H]1CCCN1.O.O.O.O.O.O
* energy relative to the best compared isomer or geometry (same formula, charge and spin): 14.4 kcal/mol
* gap between HOMO and LUMO: 10.338 eV
* total energy: -22855.2262 eV
* total charge: 0
* E_HOMO: -9.94 eV
* LUMO energy: 0.40 eV

Entry from the OMol25 dataset: a molecular structure, C25H41Cl3HgN3O3SSi at a distorted geometry (ωB97M-V/def2-TZVPD).

Last column: Mulliken charge in e.
Element x y z (Å)
H -2.6340 3.7434 -2.1603  0.258
O -4.1225 -2.6121 -3.5560  -0.614
C 2.0187 -0.7887 -7.4001  -0.463
H -0.5424 -1.0049 -8.5351  0.490
H -3.2938 -2.4728 -1.7113  0.316
C 0.9658 0.4187 -3.1047  -0.458
H 0.0807 2.5664 3.3792  0.352
H 0.5389 1.2342 -2.4074  -0.094
H -1.9899 -0.7578 -6.0104  0.383
Hg 3.3323 -1.1597 -4.9254  1.020
H 2.3783 -4.3180 -7.6449  0.412
H 0.3039 6.5602 -2.8601  0.318
H 1.0561 -3.2262 -11.0597  0.385
H -0.6858 2.4270 -4.7431  -0.181
H -2.3481 -3.7721 -4.9881  0.358
H 3.1691 -3.2120 -6.4847  0.223
C -0.0874 4.1508 -2.1788  0.089
Cl 3.0943 -2.5017 -2.9391  -0.646
H 1.1197 1.1067 5.1069  0.387
C -0.3005 1.7224 -5.5503  -0.393
Si -0.2416 0.1095 -4.5440  1.013
C 1.1269 0.2556 -8.0120  0.429
N -2.1498 -3.6677 -2.8980  0.312
C 0.4649 -0.7333 4.1326  -0.536
C -3.2397 -2.8711 -2.7323  0.022
H -1.1996 -0.7439 1.2552  0.204
H -1.9745 -4.0201 -0.8813  0.364
H -1.3355 -5.0615 -4.2418  0.366
N -1.0300 5.0045 -2.6733  0.156
H 1.3922 -3.5401 -6.3659  0.022
H -1.8341 -1.7077 -4.5508  -0.382
C -1.3812 -4.1534 -1.7853  -0.935
H -0.5264 6.1540 -4.3809  0.296
C 1.4334 -3.5344 -10.0587  -1.567
C 1.7630 1.4834 -8.1578  -0.450
C 1.9415 -2.2146 -7.9606  0.429
C -2.3878 4.5392 -2.8777  -0.937
H 2.8213 1.6013 -7.8704  0.244
C 0.1341 1.4851 3.2685  -0.496
C -0.1703 0.0222 -8.4917  0.363
H -1.8044 0.8877 -9.5510  0.346
O 1.7281 -0.7643 -6.0419  -0.673
H 0.9227 4.6358 -2.1298  0.289
C -1.6111 -3.9949 -4.2041  -1.142
N -0.5881 -0.4012 2.0153  -0.002
C -0.1662 -1.2441 3.0108  -0.173
H -0.3233 -2.3162 2.8861  0.362
H -0.4123 -3.6488 -1.6652  0.263
C 0.6194 0.6661 4.2657  -0.279
C -0.8139 1.0797 -9.1466  -1.118
H 1.6155 3.4561 -9.0045  0.416
H 0.7876 -1.3818 4.9281  0.341
H -1.1797 -5.2179 -1.9344  0.297
C 1.6871 -2.2538 -9.2849  -0.074
C 2.2403 -3.3920 -7.0624  -1.136
H -2.5346 4.1529 -3.9026  0.285
H 3.0733 -0.4627 -7.5765  0.641
H 0.6904 2.1907 -5.9682  0.170
C -1.2253 -1.1977 -5.3487  -0.405
H 2.3877 -4.0814 -10.2367  0.325
S -0.5205 2.0984 0.8537  -0.284
Cl 3.7374 1.3914 -4.9138  -0.626
H -0.6746 -3.4361 -4.4139  0.340
H -0.7292 3.1290 -9.8411  0.331
H -0.6949 -1.9613 -5.9500  0.234
H -3.0648 5.3924 -2.7452  0.357
H 1.6567 -1.2935 -9.8570  0.378
H 0.8878 -0.5958 -2.6949  0.191
O -0.3046 3.0172 -1.8337  -0.504
H 2.0368 0.6494 -3.2170  0.249
C -0.1954 2.3068 -9.3394  -0.420
C -0.6477 6.2546 -3.2930  -0.878
H 0.6744 -4.2004 -9.5829  0.315
C 1.1058 2.5188 -8.8401  -0.568
H -1.0048 1.6744 -6.4214  0.271
C -0.2863 0.9617 2.0374  0.110
H -1.4175 7.0052 -3.0939  0.281
Cl -1.8987 -0.2545 -2.9907  -0.573

Summary:
* energy relative to the best compared isomer or geometry (same formula, charge and spin): 34.2 kcal/mol
* gap between HOMO and LUMO: 7.582 eV
* total energy: -97659.5045 eV
* total charge: -1
* E_HOMO: -5.49 eV
* LUMO energy: 2.09 eV